Record 1
{
  "formula": "C42H67NO6P3SiTeTl",
  "method": "ωB97M-V/def2-TZVPD",
  "elements": ["Tl", "C", "Si", "C", "C", "C", "C", "C", "C", "P", "C", "C", "C", "C", "C", "C", "C", "C", "C", "C", "C", "C", "C", "C", "C", "C", "C", "C", "P", "C", "C", "C", "C", "C", "C", "C", "C", "C", "C", "C", "C", "H", "H", "H", "H", "H", "H", "H", "H", "H", "H", "H", "H", "H", "H", "H", "H", "H", "H", "H", "H", "H", "H", "H", "H", "H", "H", "H", "H", "H", "H", "H", "H", "H", "H", "H", "H", "H", "H", "H", "H", "H", "H", "H", "H", "H", "H", "H", "H", "H", "H", "H", "H", "H", "H", "H", "O", "H", "H", "O", "O", "N", "C", "C", "C", "O", "P", "O", "Te", "O", "C", "C", "H", "H", "H", "H", "H", "H", "H", "H", "H", "H"],
  "coordinates": [[2.10, 0.35, -1.33], [2.22, 3.05, 3.12], [1.02, 2.07, 2.06], [-0.18, 3.33, 1.29], [-0.29, 4.52, 2.01], [-1.20, 5.52, 1.67], [-2.04, 5.33, 0.58], [-1.96, 4.15, -0.14], [-1.05, 3.15, 0.19], [-0.90, 1.60, -0.81], [-1.19, 1.68, -2.66], [-2.02, 0.52, -3.21], [-1.80, 0.42, -4.72], [-2.20, 1.72, -5.41], [-1.43, 2.91, -4.83], [-1.62, 3.00, -3.31], [-2.72, 1.01, -0.33], [-2.83, 0.85, 1.20], [-4.26, 0.54, 1.68], [-5.05, -0.18, 0.59], [-5.19, 0.72, -0.65], [-4.01, 1.70, -0.78], [-0.09, 1.03, 3.25], [-0.59, 1.76, 4.33], [-1.35, 1.19, 5.34], [-1.61, -0.17, 5.29], [-1.14, -0.92, 4.23], [-0.40, -0.35, 3.18], [0.16, -1.36, 1.72], [1.56, -2.25, 2.59], [2.61, -2.72, 1.57], [3.68, -3.54, 2.27], [3.11, -4.86, 2.83], [1.60, -4.74, 3.12], [1.25, -3.34, 3.64], [-1.20, -2.58, 1.28], [-2.03, -3.45, 2.23], [-3.13, -4.19, 1.45], [-2.54, -5.04, 0.32], [-1.72, -4.17, -0.63], [-0.62, -3.44, 0.14], [1.84, 3.27, 4.11], [3.13, 2.44, 3.21], [2.50, 3.99, 2.63], [0.35, 4.69, 2.87], [-1.24, 6.44, 2.25], [-2.75, 6.10, 0.30], [-2.62, 4.01, -0.98], [-0.17, 1.50, -3.02], [-1.75, -0.42, -2.72], [-3.09, 0.67, -3.03], [-0.74, 0.22, -4.93], [-2.38, -0.42, -5.13], [-2.02, 1.65, -6.49], [-3.28, 1.89, -5.27], [-0.36, 2.78, -5.04], [-1.75, 3.84, -5.30], [-1.02, 3.82, -2.91], [-2.68, 3.20, -3.10], [-2.73, -0.01, -0.75], [-2.16, 0.06, 1.53], [-2.49, 1.76, 1.69], [-4.23, -0.06, 2.59], [-4.78, 1.47, 1.93], [-4.52, -1.10, 0.33], [-6.04, -0.48, 0.96], [-5.24, 0.09, -1.55], [-6.14, 1.27, -0.61], [-3.96, 2.06, -1.81], [-4.19, 2.57, -0.15], [-0.39, 2.83, 4.38], [-1.73, 1.80, 6.15], [-2.18, -0.65, 6.08], [-1.34, -1.98, 4.23], [2.01, -1.40, 3.11], [2.15, -3.31, 0.77], [3.05, -1.83, 1.11], [4.51, -3.75, 1.59], [4.09, -2.94, 3.09], [3.28, -5.67, 2.12], [3.63, -5.12, 3.75], [1.04, -4.92, 2.20], [1.30, -5.50, 3.84], [0.21, -3.31, 3.95], [1.85, -3.16, 4.55], [-1.90, -1.88, 0.80], [-1.40, -4.18, 2.74], [-2.52, -2.83, 2.98], [-3.71, -4.82, 2.13], [-3.82, -3.45, 1.02], [-1.90, -5.81, 0.75], [-3.35, -5.55, -0.22], [-1.28, -4.77, -1.42], [-2.38, -3.43, -1.10], [0.07, -4.19, 0.55], [-0.05, -2.81, -0.55], [0.78, -1.44, -3.65], [1.48, -0.92, -4.10], [0.04, -0.82, -3.61], [3.19, 1.28, 0.69], [1.90, 0.89, 1.34], [1.66, 3.76, -1.80], [0.97, 2.88, -1.47], [5.07, 3.39, -1.98], [4.53, 2.79, -3.26], [4.30, 1.39, -3.00], [4.09, 0.34, -4.23], [2.67, 0.36, -4.70], [5.85, 0.52, -5.80], [4.22, -1.01, -3.34], [5.46, -1.44, -2.78], [5.45, -1.25, -1.28], [5.05, 4.48, -2.04], [6.10, 3.06, -1.80], [4.46, 3.09, -1.13], [5.25, 2.89, -4.07], [3.60, 3.26, -3.55], [6.29, -0.89, -3.24], [5.58, -2.49, -3.04], [5.29, -0.20, -1.02], [6.41, -1.58, -0.85], [4.65, -1.83, -0.82]],
  "orbital_gap_ev": 6.15,
  "mol_weight_g_mol": 1134.990,
  "spin_multiplicity": 1,
  "e_homo_ev": -2.23,
  "total_charge": -2,
  "e_above_lowest_kcal_mol": 26.0
}

Record 2
{
  "formula": "C42H68BrO6P",
  "method": "ωB97M-V/def2-TZVPD",
  "elements": ["C", "C", "C", "C", "C", "C", "C", "C", "Br", "C", "C", "P", "O", "O", "O", "C", "C", "C", "O", "C", "C", "C", "C", "C", "O", "C", "C", "C", "C", "C", "C", "O", "H", "H", "H", "H", "H", "H", "H", "H", "H", "H", "H", "H", "H", "H", "H", "H", "H", "H", "H", "H", "H", "H", "H", "H", "H", "H", "C", "C", "C", "C", "C", "C", "H", "H", "H", "H", "H", "H", "H", "H", "H", "H", "H", "H", "H", "H", "C", "C", "C", "C", "C", "C", "H", "H", "H", "H", "H", "H", "H", "H", "H", "H", "H", "H", "H", "H", "C", "C", "C", "C", "C", "C", "H", "H", "H", "H", "H", "H", "H", "H", "H", "H", "H", "H", "H", "H"],
  "coordinates": [[-0.11, 0.72, 3.49], [-1.10, 1.63, 3.19], [-1.20, 2.39, 1.80], [0.15, 2.27, 1.05], [1.24, 3.26, 1.13], [1.01, 4.50, 2.05], [0.48, 5.77, 1.30], [-0.94, 5.59, 0.62], [1.79, 6.54, 0.02], [2.46, 3.05, 0.37], [2.68, 1.91, -0.53], [4.26, 1.73, -1.51], [3.97, 1.78, -2.97], [5.10, 0.34, -1.10], [5.17, 3.10, -1.16], [1.60, 0.94, -0.62], [0.36, 1.14, 0.16], [-0.75, 0.05, -0.05], [-1.39, -0.42, 0.86], [-0.93, -0.40, -1.53], [-2.25, -0.59, -2.08], [-2.34, -0.98, -3.49], [-1.13, -1.20, -4.25], [0.22, -1.02, -3.70], [1.36, -1.25, -4.47], [1.80, -2.61, -4.16], [0.86, -3.74, -4.74], [0.05, -4.53, -3.62], [-1.52, -4.58, -3.90], [0.31, -0.59, -2.31], [1.65, -0.31, -1.57], [2.65, -0.97, -1.69], [0.52, 0.83, 4.41], [0.09, -0.19, 2.87], [-1.90, 1.90, 3.94], [-1.53, 3.43, 2.01], [-2.03, 1.90, 1.21], [0.30, 4.18, 2.86], [2.01, 4.72, 2.53], [0.35, 6.57, 2.08], [-1.75, 5.93, 1.33], [-0.98, 6.32, -0.24], [-1.13, 4.55, 0.26], [3.27, 3.81, 0.43], [6.02, 0.54, -0.83], [6.05, 2.81, -0.89], [-3.15, -0.40, -1.45], [-3.37, -1.08, -3.91], [-1.23, -1.49, -5.31], [1.90, -2.79, -3.06], [2.83, -2.70, -4.59], [1.53, -4.49, -5.23], [0.19, -3.36, -5.55], [0.40, -5.60, -3.56], [0.28, -4.08, -2.62], [-1.73, -4.05, -4.86], [-1.94, -5.62, -3.89], [-2.02, -3.95, -3.10], [10.65, -3.07, 1.77], [9.30, -2.99, 2.47], [8.12, -2.90, 1.50], [8.11, -1.66, 0.61], [8.11, -0.33, 1.36], [6.88, -0.12, 2.23], [10.86, -2.17, 1.19], [11.45, -3.17, 2.51], [10.70, -3.93, 1.11], [9.29, -2.15, 3.16], [9.18, -3.89, 3.08], [7.19, -2.96, 2.07], [8.13, -3.79, 0.85], [7.22, -1.71, -0.03], [8.97, -1.68, -0.07], [8.15, 0.49, 0.62], [9.01, -0.23, 1.97], [5.96, -0.17, 1.63], [6.91, 0.86, 2.71], [6.81, -0.87, 3.02], [-5.53, -5.94, -3.85], [-6.39, -6.85, -2.97], [-5.57, -7.67, -1.98], [-4.58, -8.65, -2.61], [-5.19, -9.68, -3.56], [-6.19, -10.61, -2.89], [-4.84, -6.51, -4.47], [-6.17, -5.35, -4.51], [-4.95, -5.25, -3.23], [-6.99, -7.50, -3.60], [-7.09, -6.23, -2.41], [-6.26, -8.22, -1.32], [-5.01, -6.99, -1.32], [-4.06, -9.19, -1.80], [-3.80, -8.10, -3.14], [-4.38, -10.29, -3.98], [-5.67, -9.17, -4.41], [-5.73, -11.16, -2.07], [-6.57, -11.34, -3.61], [-7.05, -10.06, -2.49], [-2.28, 7.23, 4.33], [-3.63, 7.32, 5.03], [-4.81, 7.42, 4.07], [-4.82, 8.67, 3.17], [-4.80, 10.00, 3.92], [-6.02, 10.22, 4.80], [-2.07, 8.13, 3.74], [-1.48, 7.13, 5.06], [-2.24, 6.36, 3.67], [-3.63, 8.17, 5.72], [-3.76, 6.43, 5.65], [-5.74, 7.38, 4.64], [-4.82, 6.54, 3.42], [-5.71, 8.63, 2.54], [-3.96, 8.63, 2.49], [-4.76, 10.81, 3.18], [-3.89, 10.09, 4.52], [-6.94, 10.18, 4.21], [-5.98, 11.20, 5.28], [-6.09, 9.47, 5.59]],
  "orbital_gap_ev": 7.83,
  "mol_weight_g_mol": 779.878,
  "smiles": "C=CCc1c(C[C@H](C)Br)cc(P(=O)(O)O)c2c1C(=O)c1cccc(OCCCC)c1C2=O.CCCCCC.CCCCCC.CCCCCC",
  "spin_multiplicity": 1,
  "e_homo_ev": -8.47,
  "total_charge": 0,
  "e_above_lowest_kcal_mol": 0.0
}

Record 3
{
  "formula": "C42H69BNO6PSScSi3",
  "method": "ωB97M-V/def2-TZVPD",
  "elements": ["Sc", "C", "O", "Si", "C", "C", "C", "Si", "C", "C", "C", "Si", "C", "C", "C", "H", "H", "H", "H", "H", "H", "H", "H", "H", "H", "H", "H", "H", "H", "H", "H", "H", "H", "H", "H", "H", "H", "H", "H", "H", "H", "H", "N", "C", "C", "C", "C", "C", "C", "P", "C", "C", "C", "C", "C", "C", "C", "C", "C", "C", "C", "C", "H", "H", "H", "H", "H", "H", "H", "H", "H", "H", "H", "H", "H", "H", "H", "H", "O", "H", "H", "O", "H", "H", "C", "C", "C", "C", "C", "C", "C", "C", "O", "B", "O", "C", "C", "H", "H", "H", "H", "H", "H", "H", "H", "H", "H", "H", "H", "C", "C", "S", "O", "C", "C", "H", "H", "H", "H", "H", "H", "H", "H", "H", "H"],
  "coordinates": [[8.70, -21.61, -1.66], [9.09, -24.30, -0.26], [9.56, -22.88, -0.39], [10.98, -22.12, 0.34], [11.17, -22.55, 2.14], [12.40, -22.93, -0.61], [10.40, -20.43, -0.09], [11.54, -19.17, -1.00], [10.57, -17.99, -2.08], [12.68, -19.93, -2.24], [12.62, -18.10, 0.11], [9.73, -19.56, 1.55], [8.94, -17.87, 1.12], [8.31, -20.65, 2.39], [11.07, -19.19, 2.84], [9.01, -24.80, -1.26], [8.12, -24.26, 0.24], [9.76, -24.85, 0.38], [11.21, -23.68, 2.13], [10.54, -22.25, 2.96], [12.16, -22.30, 2.49], [13.36, -22.82, -0.09], [12.44, -22.58, -1.69], [12.32, -24.05, -0.72], [9.49, -18.09, -2.01], [10.95, -18.12, -3.14], [10.79, -16.92, -1.79], [13.06, -19.18, -2.96], [12.22, -20.65, -2.91], [13.55, -20.44, -1.82], [12.04, -17.23, 0.48], [13.51, -17.72, -0.52], [13.08, -18.70, 0.88], [8.14, -17.64, 1.82], [8.71, -17.79, 0.06], [9.73, -17.10, 1.40], [7.46, -19.96, 2.51], [8.72, -20.83, 3.46], [8.13, -21.63, 1.94], [10.64, -18.76, 3.82], [11.68, -18.33, 2.48], [11.66, -20.10, 3.16], [4.00, -18.38, -1.23], [3.02, -18.26, -0.33], [2.14, -17.14, -0.30], [1.16, -17.05, 0.67], [1.06, -17.97, 1.71], [1.95, -19.03, 1.74], [2.87, -19.25, 0.67], [3.93, -20.71, 0.67], [2.70, -21.92, 1.07], [2.78, -22.68, 2.24], [1.80, -23.62, 2.57], [0.70, -23.84, 1.74], [0.69, -23.15, 0.51], [1.63, -22.18, 0.21], [6.03, -23.08, -2.97], [5.14, -22.13, -3.41], [3.76, -22.24, -3.46], [2.93, -23.22, -2.94], [3.25, -24.48, -2.28], [5.74, -24.55, -2.96], [4.48, -19.26, -1.18], [4.16, -17.75, -2.00], [2.26, -16.36, -1.05], [0.42, -16.20, 0.62], [0.26, -17.85, 2.40], [2.02, -19.77, 2.48], [3.63, -22.56, 2.89], [1.88, -24.14, 3.53], [-0.10, -24.54, 2.03], [0.00, -23.41, -0.38], [1.60, -21.59, -0.72], [5.46, -21.09, -3.72], [3.28, -21.45, -4.00], [1.86, -23.02, -2.98], [2.88, -25.24, -2.95], [6.66, -25.07, -2.88], [10.15, -22.47, -3.04], [10.66, -23.29, -3.16], [10.26, -21.96, -3.92], [7.16, -20.57, -0.62], [6.29, -20.85, -0.36], [7.43, -19.73, -0.10], [4.76, -18.39, -9.08], [5.37, -17.47, -8.02], [6.10, -16.29, -8.76], [4.14, -16.99, -7.24], [6.39, -18.23, -7.12], [7.30, -19.01, -7.77], [8.29, -19.77, -7.11], [8.31, -19.76, -5.71], [9.33, -20.16, -4.81], [8.91, -19.78, -3.50], [7.69, -19.02, -3.68], [7.34, -19.01, -5.05], [6.35, -18.26, -5.68], [3.85, -17.94, -9.64], [4.30, -19.28, -8.58], [5.46, -18.68, -9.83], [5.34, -15.90, -9.50], [6.95, -16.72, -9.30], [6.37, -15.49, -8.05], [3.40, -16.64, -7.95], [4.38, -16.18, -6.54], [3.73, -17.89, -6.71], [7.41, -18.80, -8.83], [9.03, -20.48, -7.55], [5.62, -17.77, -5.04], [4.66, -26.34, -1.46], [4.71, -24.84, -1.87], [5.07, -25.25, -4.53], [7.24, -22.69, -2.47], [6.16, -24.92, -5.94], [5.44, -24.18, -7.09], [4.20, -26.57, -0.54], [5.62, -26.82, -1.44], [4.06, -26.86, -2.22], [5.04, -24.30, -0.95], [2.61, -24.52, -1.39], [6.45, -25.94, -6.37], [7.04, -24.47, -5.56], [6.14, -23.90, -7.88], [5.15, -23.21, -6.67], [4.62, -24.72, -7.55]],
  "orbital_gap_ev": [2.67, 2.63],
  "mol_weight_g_mol": 887.082,
  "spin_multiplicity": 1,
  "e_homo_ev": [-9.01, -9.01],
  "total_charge": 1
}

Record 4
{
  "formula": "C42H69NO20",
  "method": "ωB97M-V/def2-TZVPD",
  "elements": ["C", "C", "C", "N", "C", "C", "C", "C", "C", "C", "C", "C", "C", "C", "C", "C", "C", "C", "C", "C", "C", "C", "C", "C", "C", "O", "O", "H", "H", "H", "H", "H", "H", "H", "H", "H", "H", "H", "H", "H", "H", "H", "H", "H", "H", "H", "H", "H", "H", "H", "H", "H", "H", "H", "H", "H", "H", "H", "H", "H", "H", "H", "H", "H", "H", "H", "H", "H", "H", "H", "H", "H", "O", "C", "O", "C", "C", "O", "H", "H", "H", "H", "O", "C", "O", "C", "C", "O", "H", "H", "H", "H", "O", "C", "O", "C", "C", "O", "H", "H", "H", "H", "O", "C", "O", "C", "C", "O", "H", "H", "H", "H", "O", "C", "O", "C", "C", "O", "H", "H", "H", "H", "O", "C", "O", "C", "C", "O", "H", "H", "H", "H"],
  "coordinates": [[-2.16, 2.57, -2.19], [-2.69, 2.21, -0.92], [-3.41, 1.94, 0.53], [-4.47, 0.88, 0.56], [-3.97, -0.51, 0.30], [-3.85, -0.96, -1.27], [-2.24, -1.21, -1.66], [-1.79, -2.78, -1.35], [-0.75, -3.39, -2.47], [0.82, -2.97, -2.26], [1.33, -2.97, -0.70], [1.02, -4.36, 0.12], [1.86, -4.48, 1.55], [1.73, -3.16, 2.51], [0.81, -3.39, 3.86], [-0.27, -2.12, 3.94], [0.33, -0.83, 4.81], [1.57, -0.08, 4.06], [1.58, 1.57, 4.27], [0.46, 2.36, 3.36], [0.56, 2.07, 1.74], [1.95, 2.69, 1.07], [2.46, 1.80, -0.23], [3.42, 0.53, 0.22], [-5.73, 1.23, -0.18], [-6.90, 0.79, 0.37], [-5.87, 2.05, -1.39], [-1.57, 2.77, -3.20], [-3.91, 2.95, 0.94], [-2.57, 1.65, 1.32], [-4.75, -1.26, 0.80], [-2.96, -0.67, 0.92], [-4.24, -0.18, -2.05], [-4.45, -1.97, -1.40], [-1.56, -0.45, -1.07], [-2.15, -0.93, -2.82], [-2.79, -3.41, -1.45], [-1.43, -2.89, -0.24], [-1.09, -2.94, -3.52], [-0.91, -4.57, -2.58], [1.48, -3.78, -2.83], [1.11, -1.92, -2.72], [0.82, -2.04, -0.15], [2.51, -2.83, -0.71], [1.34, -5.32, -0.50], [-0.11, -4.51, 0.41], [2.99, -4.64, 1.27], [1.54, -5.41, 2.20], [2.82, -2.87, 2.89], [1.31, -2.20, 1.98], [1.52, -3.26, 4.79], [0.22, -4.42, 3.87], [-0.62, -1.75, 2.89], [-1.20, -2.51, 4.53], [0.74, -1.21, 5.87], [-0.55, -0.05, 5.03], [2.60, -0.49, 4.49], [1.62, -0.25, 2.90], [2.66, 1.92, 3.91], [1.53, 1.87, 5.42], [0.62, 3.53, 3.52], [-0.60, 2.01, 3.74], [-0.33, 2.67, 1.23], [0.41, 0.92, 1.48], [2.83, 2.78, 1.84], [1.72, 3.78, 0.66], [1.50, 1.34, -0.72], [3.05, 2.53, -0.96], [3.55, -0.27, -0.66], [4.50, 0.89, 0.58], [2.93, -0.03, 1.14], [-5.47, 1.61, -2.20], [-9.68, 0.93, -5.59], [-9.59, 1.07, -4.38], [-9.03, 0.17, -3.53], [-8.92, 0.80, -2.27], [-9.98, 1.85, -2.32], [-10.06, 2.16, -3.70], [-9.09, 0.08, -1.46], [-7.91, 1.22, -2.16], [-10.95, 1.49, -1.98], [-9.71, 2.74, -1.74], [5.35, -2.79, 3.23], [5.77, -3.94, 3.12], [5.33, -4.99, 3.87], [5.88, -6.16, 3.30], [7.08, -5.66, 2.56], [6.72, -4.33, 2.23], [6.14, -6.89, 4.07], [5.13, -6.60, 2.63], [7.97, -5.63, 3.19], [7.29, -6.24, 1.66], [2.28, 3.46, -2.93], [1.59, 4.34, -3.43], [0.32, 4.16, -3.88], [-0.19, 5.45, -4.17], [1.03, 6.27, -4.40], [2.01, 5.63, -3.60], [-0.85, 5.42, -5.05], [-0.77, 5.80, -3.31], [1.36, 6.24, -5.45], [0.90, 7.31, -4.10], [8.51, -7.32, 0.04], [9.55, -6.70, 0.15], [10.68, -6.94, -0.57], [11.57, -5.87, -0.31], [11.12, -5.35, 1.01], [9.73, -5.66, 1.02], [12.61, -6.22, -0.29], [11.47, -5.13, -1.11], [11.60, -5.86, 1.85], [11.27, -4.27, 1.11], [-14.45, 6.77, -3.54], [-13.63, 5.93, -3.85], [-12.42, 6.20, -4.43], [-11.68, 5.00, -4.43], [-12.73, 3.94, -4.36], [-13.79, 4.58, -3.67], [-11.07, 4.92, -5.33], [-11.02, 5.00, -3.55], [-13.09, 3.64, -5.35], [-12.40, 3.06, -3.82], [4.40, 6.19, 2.65], [5.23, 5.35, 2.33], [6.43, 5.63, 1.75], [7.18, 4.42, 1.75], [6.12, 3.37, 1.82], [5.07, 4.01, 2.51], [7.79, 4.34, 0.85], [7.83, 4.42, 2.63], [5.77, 3.06, 0.83], [6.46, 2.48, 2.37]],
  "orbital_gap_ev": 9.78,
  "mol_weight_g_mol": 908.001,
  "smiles": "C#CCN(CCCCCCCCCCCCCCCCCCCC)C(=O)O.O=C1OCCO1.O=C1OCCO1.O=C1OCCO1.O=C1OCCO1.O=C1OCCO1.O=C1OCCO1",
  "spin_multiplicity": 1,
  "e_homo_ev": -9.70,
  "total_charge": 0,
  "e_above_lowest_kcal_mol": 375.1
}